{"formula": "C4H26NO13", "method": "ωB97M-V/def2-TZVPD", "elements": ["C", "C", "N", "C", "C", "O", "O", "O", "H", "H", "H", "H", "H", "H", "H", "H", "O", "H", "H", "O", "H", "H", "O", "H", "H", "O", "H", "H", "O", "H", "H", "O", "H", "H", "O", "H", "H", "O", "H", "H", "O", "H", "H", "O"], "coordinates": [[-0.41285, 3.44368, -0.48732], [-0.09241, 2.25589, -1.32843], [1.24250, 1.88809, -1.37175], [2.26469, 2.22143, -0.38332], [1.65784, 1.46456, 0.84987], [2.04255, 0.29229, 0.95446], [0.80328, 1.99447, 1.58697], [-0.93216, 1.68400, -1.98601], [0.53472, 4.06124, -0.52800], [-1.22202, 4.03225, -0.89207], [-0.70787, 3.24409, 0.54417], [1.40060, 0.96797, -1.79564], [2.54555, 3.25859, -0.21668], [3.19779, 1.55527, -0.60196], [-0.77039, -0.99240, -3.05079], [-0.02654, -0.56032, -4.51372], [-0.58034, -1.11861, -3.97612], [0.14701, -3.33739, 2.06183], [0.21412, -2.70093, 0.59177], [-0.12028, -2.62966, 1.49213], [3.53877, -1.33109, 1.93507], [3.50021, -1.55402, 0.59510], [3.86608, -2.02762, 1.34957], [-2.24932, 0.37840, -0.05162], [-2.46897, 0.17216, 1.43888], [-2.87050, 0.01434, 0.58415], [1.90481, -2.03545, -0.99175], [0.37382, -2.08460, -1.31842], [1.12531, -2.58848, -0.97658], [-1.57793, -2.60765, -1.58180], [-1.93263, -1.20774, -1.09218], [-1.22927, -1.71759, -1.57238], [-2.62051, 1.07732, -2.14716], [-3.50446, 1.35258, -1.00450], [-3.54045, 0.93814, -1.88892], [1.51574, 0.06780, 4.25132], [2.16568, -0.39554, 2.99841], [2.32621, -0.36415, 3.94393], [0.00227, -0.76308, 2.50683], [-0.00404, 0.80728, 2.15194], [-0.52896, 0.04108, 2.54415], [-3.43966, -1.99369, 0.00784], [-2.34959, -2.40478, 0.83051], [-3.18837, -2.79811, 0.53824]], "lowdin_charge": [0.003, -0.507, 0.065, -0.094, -0.661, -0.032, -0.036, 0.033, 0.099, 0.079, 0.085, 0.145, 0.104, 0.146, -0.043, 0.023, -0.071, 0.044, -0.005, -0.038, 0.001, -0.002, -0.065, 0.010, 0.036, -0.048, 0.035, -0.013, -0.050, 0.088, 0.066, -0.048, -0.021, 0.026, -0.080, 0.035, -0.026, -0.067, -0.010, -0.020, -0.111, 0.030, -0.006, -0.095], "energy_ev": -32680.9736, "gap_ev": 9.1, "charge": -1, "spin_multiplicity": 1}



{"formula": "C3H8P2", "method": "ωB97M-V/def2-TZVPD", "elements": ["C", "C", "C", "P", "P", "H", "H", "H", "H", "H", "H", "H", "H"], "coordinates": [[0.30704, -0.85423, -0.99570], [-0.98156, -0.63021, 2.79964], [1.20430, 1.19369, -2.73478], [-1.21682, -0.24574, 4.38330], [1.10526, 0.73078, -0.96322], [-0.05885, -1.29008, -1.92075], [0.17179, -1.35679, -0.05849], [-0.15156, -0.23753, 2.35312], [-1.87238, -0.80623, 2.05667], [1.10639, 0.34594, -3.46583], [0.66458, 2.08548, -2.99259], [2.31429, 1.35816, -3.06011], [-2.59249, -0.29323, 4.59875]], "lowdin_charge": [-0.324, -0.497, -0.452, 0.721, 0.779, -0.020, -0.062, -0.092, 0.039, 0.033, 0.000, 0.053, -0.177], "smiles": "C=PC.C=P", "energy_ev": -21814.5301, "gap_ev": 9.3, "charge": 0, "spin_multiplicity": 1}



{"formula": "C3H9NOS2", "method": "ωB97M-V/def2-TZVPD", "elements": ["O", "C", "C", "N", "H", "H", "H", "H", "H", "C", "S", "S", "H", "H", "H", "H"], "coordinates": [[-0.30065, -3.09848, 0.64511], [-1.14617, -2.30869, 0.95482], [-1.87788, -1.48056, -0.08565], [-2.32967, -0.20316, 0.42380], [-1.45023, -2.21852, 2.01055], [-1.18973, -1.44106, -0.93974], [-2.75275, -2.06293, -0.38686], [-1.54837, 0.44554, 0.49256], [-2.95332, 0.23190, -0.23035], [1.20988, 3.06169, -0.85947], [0.50180, 1.35479, -0.93925], [1.60961, 0.36171, 0.49812], [1.02752, 3.47255, 0.12841], [0.66421, 3.63682, -1.60467], [2.26726, 3.02952, -1.09995], [2.55178, -0.11027, -0.34028]], "lowdin_charge": [0.036, -0.281, -0.267, -0.010, 0.121, 0.106, 0.122, -0.006, 0.060, -0.448, 0.353, 0.323, 0.026, 0.025, 0.025, -0.186], "smiles": "NCC=O.CSS", "energy_ev": -28464.4477, "gap_ev": 9.7, "charge": 0, "spin_multiplicity": 1}



{"formula": "C29H48N7O2P2Pd", "method": "ωB97M-V/def2-TZVPD", "elements": ["Pd", "N", "C", "C", "N", "C", "C", "H", "H", "H", "H", "H", "H", "H", "H", "H", "H", "H", "C", "N", "C", "P", "O", "N", "C", "C", "N", "C", "C", "H", "H", "H", "H", "H", "H", "H", "H", "H", "H", "H", "H", "H", "H", "H", "H", "H", "H", "C", "P", "C", "C", "C", "C", "C", "C", "C", "C", "C", "C", "C", "C", "H", "H", "H", "H", "H", "H", "H", "H", "H", "H", "H", "H", "H", "N", "C", "O", "C", "C", "C", "N", "C", "C", "H", "H", "H", "H", "H", "H"], "coordinates": [[-0.10417, 0.17287, -0.50838], [4.95033, -0.07443, -2.24348], [4.12783, -1.29733, -2.44838], [2.64783, -0.86673, -2.45558], [2.28563, -0.19083, -1.24298], [3.13683, 0.93127, -0.94738], [4.62573, 0.54747, -0.92918], [4.69353, 0.60317, -2.97758], [5.95263, -0.27983, -2.31828], [4.32223, -1.98353, -1.62228], [4.41253, -1.78093, -3.38268], [2.01343, -1.74413, -2.58248], [2.46133, -0.19423, -3.30008], [2.26933, -0.82163, -0.44208], [2.85003, 1.31197, 0.03292], [2.96953, 1.71907, -1.68738], [4.82883, -0.17893, -0.13938], [5.25513, 1.42327, -0.77018], [0.71743, -2.82203, 0.02202], [1.68313, -2.72813, 1.11302], [2.00123, -4.03103, 1.66782], [1.34913, -1.43043, 2.18052], [1.45373, -0.14443, 1.46842], [-0.10147, -1.59013, 2.99022], [-0.34497, -2.74833, 3.82452], [-1.27687, -1.09523, 2.29712], [2.53103, -1.64693, 3.37212], [2.33763, -0.88403, 4.59002], [3.86713, -1.47023, 2.83882], [1.20133, -3.28023, -0.84818], [0.34083, -1.80413, -0.24158], [-0.14567, -3.44683, 0.28622], [2.59353, -4.58893, 0.93692], [1.10393, -4.61223, 1.90062], [2.58383, -3.90663, 2.57532], [0.60403, -3.14493, 4.17682], [-0.88387, -3.53593, 3.28562], [-0.95077, -2.45303, 4.68672], [-0.97757, -0.35013, 1.53852], [-1.95527, -0.61893, 3.00572], [-1.81637, -1.90753, 1.79912], [1.29383, -0.92213, 4.88242], [2.62153, 0.16637, 4.46952], [2.95443, -1.32563, 5.37342], [3.95033, -2.01193, 1.89812], [4.59043, -1.86973, 3.55112], [4.10293, -0.41213, 2.65962], [-2.24337, -1.03793, -3.13098], [-2.19227, -0.43313, -1.39398], [-3.34177, 0.97557, -1.50278], [-4.64037, 0.87847, -1.99148], [-5.44957, 1.99857, -2.01828], [-4.96267, 3.22527, -1.59118], [-3.66547, 3.32927, -1.11868], [-2.86737, 2.20077, -1.05578], [-3.24377, -1.65183, -0.53978], [-4.14347, -1.23183, 0.43602], [-4.92157, -2.15513, 1.10782], [-4.78717, -3.50743, 0.84252], [-3.85967, -3.93523, -0.09418], [-3.09357, -3.01323, -0.78528], [-3.23607, -1.37743, -3.41808], [-1.52897, -1.84513, -3.26528], [-1.94517, -0.20493, -3.76338], [-5.02237, -0.07403, -2.32898], [-6.46637, 1.92067, -2.37068], [-5.59457, 4.09817, -1.62398], [-3.27757, 4.28337, -0.79538], [-1.86337, 2.24007, -0.64608], [-4.22607, -0.17733, 0.65972], [-5.64667, -1.81703, 1.83172], [-5.39797, -4.22623, 1.36682], [-3.74517, -4.98883, -0.30168], [-2.37537, -3.34873, -1.52188], [-0.23307, 7.13607, 0.20922], [0.40123, 6.63777, -0.87518], [0.98983, 7.33227, -1.67558], [0.36193, 5.14497, -1.01398], [0.31883, 4.59667, -2.29188], [0.41323, 3.22217, -2.43538], [0.56413, 2.39197, -1.41308], [0.57173, 2.91107, -0.18438], [0.46963, 4.27077, 0.06602], [-0.24907, 8.13487, 0.34082], [-0.81217, 6.56777, 0.80112], [0.24423, 5.24677, -3.14748], [0.37803, 2.77247, -3.41928], [0.67103, 2.19427, 0.63482], [0.52073, 4.63397, 1.08142]], "lowdin_charge": [0.175, 0.050, -0.097, -0.181, -0.099, -0.206, -0.092, 0.188, 0.189, 0.137, 0.135, 0.121, 0.131, 0.065, 0.109, 0.117, 0.130, 0.137, -0.148, -0.301, -0.123, 0.574, -0.312, -0.296, -0.108, -0.119, -0.316, -0.107, -0.133, 0.080, -0.006, 0.083, 0.087, 0.083, 0.069, 0.074, 0.087, 0.094, 0.026, 0.094, 0.072, 0.070, 0.090, 0.092, 0.063, 0.092, 0.082, -0.255, 0.913, -0.386, -0.090, -0.076, -0.081, -0.080, -0.112, -0.384, -0.111, -0.079, -0.086, -0.086, -0.113, 0.043, 0.024, 0.038, 0.110, 0.105, 0.103, 0.097, 0.052, 0.110, 0.106, 0.102, 0.103, 0.097, 0.180, -0.513, 0.079, -0.131, 0.014, -0.126, -0.005, -0.174, 0.002, 0.120, 0.101, 0.122, 0.112, 0.091, 0.115], "energy_ev": -67431.3207, "gap_ev": 5.5, "charge": 1, "spin_multiplicity": 1}



What did the first record say?
{"formula": "C4H26NO13", "method": "ωB97M-V/def2-TZVPD", "elements": ["C", "C", "N", "C", "C", "O", "O", "O", "H", "H", "H", "H", "H", "H", "H", "H", "O", "H", "H", "O", "H", "H", "O", "H", "H", "O", "H", "H", "O", "H", "H", "O", "H", "H", "O", "H", "H", "O", "H", "H", "O", "H", "H", "O"], "coordinates": [[-0.41285, 3.44368, -0.48732], [-0.09241, 2.25589, -1.32843], [1.24250, 1.88809, -1.37175], [2.26469, 2.22143, -0.38332], [1.65784, 1.46456, 0.84987], [2.04255, 0.29229, 0.95446], [0.80328, 1.99447, 1.58697], [-0.93216, 1.68400, -1.98601], [0.53472, 4.06124, -0.52800], [-1.22202, 4.03225, -0.89207], [-0.70787, 3.24409, 0.54417], [1.40060, 0.96797, -1.79564], [2.54555, 3.25859, -0.21668], [3.19779, 1.55527, -0.60196], [-0.77039, -0.99240, -3.05079], [-0.02654, -0.56032, -4.51372], [-0.58034, -1.11861, -3.97612], [0.14701, -3.33739, 2.06183], [0.21412, -2.70093, 0.59177], [-0.12028, -2.62966, 1.49213], [3.53877, -1.33109, 1.93507], [3.50021, -1.55402, 0.59510], [3.86608, -2.02762, 1.34957], [-2.24932, 0.37840, -0.05162], [-2.46897, 0.17216, 1.43888], [-2.87050, 0.01434, 0.58415], [1.90481, -2.03545, -0.99175], [0.37382, -2.08460, -1.31842], [1.12531, -2.58848, -0.97658], [-1.57793, -2.60765, -1.58180], [-1.93263, -1.20774, -1.09218], [-1.22927, -1.71759, -1.57238], [-2.62051, 1.07732, -2.14716], [-3.50446, 1.35258, -1.00450], [-3.54045, 0.93814, -1.88892], [1.51574, 0.06780, 4.25132], [2.16568, -0.39554, 2.99841], [2.32621, -0.36415, 3.94393], [0.00227, -0.76308, 2.50683], [-0.00404, 0.80728, 2.15194], [-0.52896, 0.04108, 2.54415], [-3.43966, -1.99369, 0.00784], [-2.34959, -2.40478, 0.83051], [-3.18837, -2.79811, 0.53824]], "lowdin_charge": [0.003, -0.507, 0.065, -0.094, -0.661, -0.032, -0.036, 0.033, 0.099, 0.079, 0.085, 0.145, 0.104, 0.146, -0.043, 0.023, -0.071, 0.044, -0.005, -0.038, 0.001, -0.002, -0.065, 0.010, 0.036, -0.048, 0.035, -0.013, -0.050, 0.088, 0.066, -0.048, -0.021, 0.026, -0.080, 0.035, -0.026, -0.067, -0.010, -0.020, -0.111, 0.030, -0.006, -0.095], "energy_ev": -32680.9736, "gap_ev": 9.1, "charge": -1, "spin_multiplicity": 1}